Formula: C3LiO6Yb
Source: OMol25
Level of theory: ωB97M-V/def2-TZVPD

Geometry as XYZ:
```
11
Properties=species:S:1:pos:R:3:forces:R:3:mulliken_charge:R:1
O 0.14001 2.02280 0.25837 -1.216 1.701 0.837 -0.507
C 0.09018 1.05686 -0.55235 1.123 -1.455 1.474 -0.082
O 0.99426 0.14020 -0.15390 -0.209 -0.763 0.017 -0.267
C 2.63627 -0.84011 -0.74536 3.533 -1.673 -0.027 0.702
O 3.41869 -0.09571 -1.25271 -2.188 0.364 0.260 -0.444
O 2.54370 -1.93536 -0.27081 -1.554 1.368 -0.183 -0.457
Yb 0.76233 0.80507 2.14120 -0.746 -0.285 -2.791 1.043
C -1.94140 0.03859 -0.24296 0.388 1.172 0.424 0.651
O -3.04304 0.29142 -0.73427 -0.498 -0.519 -0.710 -0.709
O -1.83691 -0.43121 0.92960 0.482 -0.689 1.092 -0.752
Li -3.76407 -1.05255 0.62319 0.887 0.780 -0.393 0.824
```
Forces are in eV/Å.

Largest force on an atom in eV Å⁻¹: 3.91
Frontier orbital gap (spin up / spin down) in Eh: 0.1488 / 0.2021
Multiplicity: 2
LUMO level (spin up / spin down) in eV: -1.48 / -1.81
Relative energy (zero: lowest compared OMol25 entry of this formula, charge and spin) in kJ/mol: 103.9
Calculated total energy in hartree: -1731.9113

Formula: C3N2O
Source: OMol25
Level of theory: ωB97M-V/def2-TZVPD

Geometry as XYZ:
```
6
Properties=species:S:1:pos:R:3:forces:R:3:mulliken_charge:R:1
O -0.46071 1.09300 0.11929 -0.755 0.282 0.102 -0.184
C 0.16698 0.08579 -0.48379 0.217 -0.161 -0.062 -0.024
C -1.39474 0.03920 -0.02854 0.875 0.056 0.070 0.517
N -2.40452 -0.50660 0.21576 -0.037 0.077 -0.042 -0.345
C 1.50665 -0.18585 -0.04298 0.812 -0.700 0.260 0.287
N 2.58634 -0.52554 0.22026 -1.112 0.446 -0.328 -0.250
```
Forces are in eV/Å.

Largest force on an atom in eV Å⁻¹: 1.24
Frontier orbital gap (spin up / spin down) in Eh: 0.2694 / 0.2981
LUMO level (spin up / spin down) in eV: -3.04 / -2.53
Relative energy (zero: lowest compared OMol25 entry of this formula, charge and spin) in kJ/mol: 444.6
Calculated total energy in hartree: -298.8473

Formula: C3N3O
Source: OMol25
Level of theory: ωB97M-V/def2-TZVPD

Geometry as XYZ:
```
7
Properties=species:S:1:pos:R:3:forces:R:3:mulliken_charge:R:1
C 0.06870 1.58011 -0.11341 0.438 2.131 -0.526 0.078
C 1.73647 -0.33706 -0.00553 -0.079 -0.036 0.087 0.343
C -1.74182 -0.26501 -0.01658 0.077 -0.174 -0.186 0.585
N 2.65660 -1.01455 -0.01069 0.732 -0.627 -0.005 -0.086
N -0.72432 0.40203 0.21414 -0.322 -0.685 1.097 -0.065
N 0.70749 0.48292 -0.00898 -0.234 -0.184 -0.288 0.214
O -2.70311 -0.84844 -0.05894 -0.611 -0.424 -0.179 -0.068
```
Forces are in eV/Å.

Total charge: +1
Largest force on an atom in eV Å⁻¹: 2.24
Frontier orbital gap in Eh: 0.3619
LUMO level in eV: -7.52
Relative energy (zero: lowest compared OMol25 entry of this formula, charge and spin) in kJ/mol: 471.9
Calculated total energy in hartree: -353.2600

Formula: C3NO3
Source: OMol25
Level of theory: ωB97M-V/def2-TZVPD

Geometry as XYZ:
```
7
Properties=species:S:1:pos:R:3:forces:R:3:mulliken_charge:R:1
C -0.72939 0.61446 0.02881 1.870 3.084 -0.012 0.299
C -1.45427 -0.44461 -0.18351 -4.510 -5.844 1.027 0.257
C 1.66535 -0.14724 0.01122 0.417 -0.083 -0.551 0.507
N 0.57658 0.03322 -0.39034 -0.962 0.756 -0.187 -0.220
O -0.86918 1.85857 0.16495 -0.034 -0.815 0.122 -0.739
O -1.98526 -1.52333 0.19797 1.490 3.204 -1.167 -0.553
O 2.79617 -0.39107 0.17089 1.729 -0.302 0.767 -0.550
```
Forces are in eV/Å.

Total charge: -1
Largest force on an atom in eV Å⁻¹: 7.45
Frontier orbital gap in Eh: 0.2355
LUMO level in eV: 3.84
Relative energy (zero: lowest compared OMol25 entry of this formula, charge and spin) in kJ/mol: 171.0
Calculated total energy in hartree: -394.7787